124
Properties=species:S:1:pos:R:3 method="wB97M-V/def2-TZVPD" multiplicity=2 s2=0.77 homo_energy_ha="-0.235 / -0.274" de_lowest_kcal_mol=0.0 homo_lumo_gap_ev="5.97 / 7.04"
Tl 1.3674 0.2438 -0.7682
C 2.8794 -4.0429 -2.1608
C 1.4650 -3.8891 -1.7149
C 0.4229 -4.3351 -2.4513
C -0.9130 -4.1063 -2.0136
N -1.1585 -3.4785 -0.9144
N -0.1285 -3.0239 -0.1595
B -0.6214 -2.4173 1.1413
N -2.1347 -2.2788 1.1834
N -2.7140 -3.2296 1.9423
C -4.0056 -3.2781 2.0110
C -4.8082 -2.3385 1.3033
C -4.2322 -1.3874 0.5309
C -5.0336 -0.3761 -0.2185
C -2.7883 -1.3507 0.4449
S -1.9764 -0.2479 -0.5158
C -4.6298 -4.3789 2.8515
C -5.5031 -5.2528 1.9411
C -3.5512 -5.2450 3.5003
C -5.4957 -3.7449 3.9482
N -0.0190 -3.0297 2.4218
N 0.1251 -4.2868 2.7916
C 0.6211 -4.4724 3.9900
C 0.9728 -3.3746 4.8246
C 0.8277 -2.0790 4.4138
C 1.1989 -0.8704 5.2054
C 0.3067 -1.9452 3.1125
S -0.0400 -0.6437 2.0408
C 0.8075 -5.9022 4.4682
C 0.4041 -6.8940 3.3786
C -0.0702 -6.1264 5.7070
C 2.2833 -6.1218 4.8278
C 1.1795 -3.1995 -0.4775
S 2.3952 -2.6101 0.5165
C -2.1035 -4.5808 -2.8285
C -3.4140 -4.2303 -2.1260
C -2.0641 -3.8852 -4.1965
C -2.0100 -6.1012 -3.0082
H 2.9195 -4.5536 -3.1218
H 3.4608 -4.5968 -1.4230
H 3.3414 -3.0595 -2.2584
H 0.6009 -4.8145 -3.4051
H -5.8870 -2.3847 1.3878
H -6.0949 -0.6181 -0.1780
H -4.7029 -0.3191 -1.2554
H -4.8713 0.6171 0.2050
H -4.9241 -5.6362 1.0988
H -6.3545 -4.6980 1.5432
H -5.8931 -6.1037 2.5029
H -2.8916 -5.6842 2.7516
H -4.0267 -6.0473 4.0682
H -2.9307 -4.6571 4.1787
H -6.3332 -3.1838 3.5304
H -4.9044 -3.0659 4.5653
H -5.9070 -4.5227 4.5946
H 1.3859 -3.5796 5.8046
H 1.6418 -1.1414 6.1616
H 0.3181 -0.2503 5.3839
H 1.9088 -0.2604 4.6430
H -0.6370 -6.7602 3.0863
H 0.5340 -7.9102 3.7547
H 1.0171 -6.7711 2.4858
H -1.1231 -5.9601 5.4719
H 0.2061 -5.4629 6.5289
H 0.0429 -7.1536 6.0577
H 2.9264 -5.9174 3.9703
H 2.4364 -7.1588 5.1308
H 2.6039 -5.4860 5.6550
H -3.5046 -3.1526 -1.9845
H -3.4772 -4.7024 -1.1436
H -4.2518 -4.5761 -2.7351
H -2.1934 -2.8080 -4.0837
H -2.8656 -4.2724 -4.8295
H -1.1180 -4.0504 -4.7142
H -1.9745 -6.6074 -2.0410
H -1.1242 -6.3899 -3.5770
H -2.8850 -6.4630 -3.5510
O -0.1721 2.6952 -0.0204
C 0.1101 4.0034 0.2032
C 3.1950 3.9465 -0.8071
O 3.4427 5.0822 -0.8672
O 3.1664 2.7807 -0.8240
C -0.6894 4.9733 -0.5991
C -0.3876 5.2763 -1.9239
C -1.2201 6.1039 -2.6621
C -2.3641 6.6356 -2.0870
C -2.6810 6.3295 -0.7709
C -1.8504 5.5017 -0.0328
C 0.4855 4.2946 1.5670
C 0.6076 3.2684 2.5195
C 0.9556 3.5655 3.8254
C 1.1981 4.8775 4.2128
C 1.0945 5.8995 3.2747
C 0.7481 5.6166 1.9675
H -0.5239 2.5605 -0.9261
H 0.4913 4.8519 -2.3905
H -0.9747 6.3277 -3.6922
H -3.0110 7.2836 -2.6644
H -3.5786 6.7322 -0.3193
H -2.0977 5.2579 0.9931
H 0.4114 2.2455 2.2288
H 1.0328 2.7651 4.5514
H 1.4647 5.1040 5.2370
H 1.2893 6.9233 3.5673
H 0.6852 6.4119 1.2364
C -1.0826 2.0399 -6.7764
C 0.3526 2.0572 -6.3026
O 0.6679 0.8351 -5.6092
P 0.7184 0.7824 -4.0045
S 0.7993 -1.1263 -3.5026
S -0.6672 1.9242 -3.1836
O 2.1269 1.5050 -3.6416
C 3.3568 0.9660 -4.1578
C 4.0367 2.0081 -5.0177
H -1.2883 2.9323 -7.3708
H -1.7620 2.0198 -5.9259
H -1.2636 1.1611 -7.3958
H 0.5464 2.9126 -5.6516
H 1.0429 2.1004 -7.1467
H 3.1589 0.0511 -4.7183
H 3.9727 0.7031 -3.2949
H 3.3587 2.3498 -5.8004
H 4.9243 1.5868 -5.4924
H 4.3377 2.8692 -4.4205

***

157
Properties=species:S:1:pos:R:3 method="wB97M-V/def2-TZVPD" total_charge=+1 homo_energy_ha=-0.421 homo_lumo_gap_ev=6.73
C 2.8401 -5.1346 -4.3208
C 2.2985 -3.5805 -4.5270
C 3.0061 -2.5266 -3.4721
C 2.0104 -1.2289 -3.2494
C 2.6806 -0.0752 -2.2651
C 3.7505 0.8760 -3.1232
C 3.7233 2.4625 -2.6290
C 4.9384 2.8427 -1.5822
C 6.1541 3.7359 -2.2921
C 6.1364 5.2517 -1.6595
C 6.8624 5.2155 -0.1883
C 6.2068 6.3050 0.8751
C 6.3511 5.8385 2.4432
N 5.7842 6.9723 3.2866
C 5.3481 6.8072 4.5793
N 4.7755 7.7555 5.6036
C 4.5198 9.1857 5.2122
C 3.4894 9.8721 6.4995
C 3.0326 11.5151 6.2321
O 4.1346 11.0039 7.3457
C 5.2058 7.4491 7.0199
Br 6.7134 8.6666 7.5165
C 5.5263 5.8221 6.8014
C 7.1720 5.6196 7.0208
C 7.6404 4.0374 6.8363
O 6.5429 3.0683 6.9853
N 5.2995 5.4740 5.3603
C 3.9148 5.0214 4.9196
C 2.9275 4.4829 6.1038
C 1.4864 3.8686 5.5886
F 0.4186 4.3697 6.4818
F 1.2349 4.5440 4.2576
C 1.4785 2.2715 5.2806
F 0.5137 2.0286 4.1479
F 2.8283 1.9199 4.7166
S 1.1339 1.1270 6.7006
F 0.5498 -0.0444 5.5395
F -0.4935 1.6169 6.8980
F 1.7425 2.1771 7.9016
F 2.7114 0.4240 6.4345
F 0.8751 -0.0407 7.9311
H 3.9999 -5.1720 -4.1514
H 2.2816 -5.6016 -3.3986
H 2.6149 -5.7901 -5.2787
H 2.5575 -3.2588 -5.6387
H 1.1183 -3.6086 -4.3514
H 3.2184 -3.1253 -2.4715
H 4.0168 -2.1264 -3.9268
H 1.0493 -1.6126 -2.6904
H 1.6570 -0.7995 -4.2922
H 3.3139 -0.5767 -1.4138
H 1.8047 0.5673 -1.7887
H 4.8342 0.4029 -2.9920
H 3.4570 0.8761 -4.2597
H 3.8895 3.1016 -3.6060
H 2.7040 2.7837 -2.1472
H 4.5505 3.4982 -0.6722
H 5.3965 1.8641 -1.0931
H 5.9550 3.8054 -3.4434
H 7.2232 3.2411 -2.1186
H 6.7129 5.9818 -2.3694
H 5.0177 5.6009 -1.5653
H 8.0042 5.4862 -0.2657
H 6.7191 4.1241 0.2561
H 5.0687 6.4527 0.5604
H 6.7058 7.3831 0.7589
H 5.7011 4.8605 2.6362
H 7.4493 5.5707 2.7758
H 5.7112 7.9284 2.8677
H 3.8072 9.2995 4.2805
H 5.4602 9.8781 5.1528
H 2.6417 9.1050 7.0193
H 1.9141 11.1411 6.4355
H 2.9198 12.3650 7.0018
H 4.4291 7.6186 7.9044
H 5.1210 5.1473 7.6655
H 7.4807 5.9006 8.1401
H 7.7471 6.2379 6.2115
H 8.4080 3.8007 7.7199
H 8.2684 3.9075 5.8410
H 6.4591 2.5825 6.1127
H 3.3980 5.9093 4.3243
H 4.0893 4.1736 4.0955
H 3.4973 3.6103 6.6667
H 2.6685 5.3971 6.8023
C 0.4396 -3.4621 1.4465
C 0.1660 -2.2953 0.4871
C -1.0969 -1.4970 0.7925
F -2.2139 -2.2536 0.7035
F -1.2514 -0.4851 -0.1030
F 0.1613 -2.7585 -0.7913
F 1.2377 -1.4454 0.5687
O 0.0362 -4.7558 0.9900
C -1.3254 -5.0966 1.2442
C -2.1271 -5.3287 -0.0414
F -2.1484 -4.2188 -0.8226
F -3.4234 -5.6319 0.2356
F -1.8805 -4.1591 2.0490
F -1.2877 -6.2427 1.9766
H 1.5303 -3.5386 1.5398
H 0.0937 -3.2593 2.4676
H -1.0550 -1.0515 1.7902
H -1.6997 -6.1466 -0.6294
C -0.6444 -9.8360 -8.1530
C 0.8657 -10.0121 -8.3665
C 1.6693 -10.2526 -7.0932
F 1.5866 -9.2131 -6.2325
F 2.9899 -10.4022 -7.3819
F 1.3468 -8.9470 -9.0614
F 1.0337 -11.0960 -9.1878
O -1.1188 -8.4874 -8.1193
C -1.0421 -7.8440 -6.8486
C -0.1183 -6.6210 -6.8594
F 1.1525 -6.9595 -7.1958
F -0.0524 -6.0437 -5.6300
F -0.7011 -8.7533 -5.9044
F -2.3132 -7.4582 -6.5537
H -1.1355 -10.2713 -9.0325
H -1.0235 -10.4271 -7.3103
H 1.3390 -11.1594 -6.5789
H -0.4676 -5.8702 -7.5747
C -6.6501 -4.6143 0.7131
C -6.9237 -3.4475 -0.2463
C -8.1865 -2.6493 0.0591
F -9.3035 -3.4059 -0.0299
F -8.3410 -1.6373 -0.8364
F -6.9283 -3.9107 -1.5247
F -5.8519 -2.5976 -0.1647
O -7.0535 -5.9080 0.2566
C -8.4150 -6.2488 0.5108
C -9.2167 -6.4810 -0.7748
F -9.2380 -5.3711 -1.5560
F -10.5130 -6.7841 -0.4978
F -8.9701 -5.3113 1.3156
F -8.3773 -7.3949 1.2432
H -5.5593 -4.6908 0.8064
H -6.9959 -4.4115 1.7342
H -8.1446 -2.2037 1.0568
H -8.7894 -7.2988 -1.3628
C -10.1145 -0.9828 -3.7283
C -11.3857 -0.9897 -2.8676
C -12.6921 -0.9988 -3.6539
F -12.8328 0.1035 -4.4243
F -13.7585 -1.0106 -2.8099
F -11.3410 0.0518 -1.9947
F -11.3448 -2.1212 -2.0958
O -9.4981 0.2924 -3.9244
C -10.0213 1.0648 -5.0034
C -10.6431 2.3863 -4.5381
F -11.6741 2.1770 -3.6804
F -11.1490 3.0879 -5.5873
F -10.8788 0.3047 -5.7257
F -8.9644 1.3166 -5.8226
H -9.3629 -1.5622 -3.1773
H -10.2400 -1.5290 -4.6714
H -12.7666 -1.8834 -4.2925
H -9.9033 3.0118 -4.0296

***

119
Properties=species:S:1:pos:R:3 method="wB97M-V/def2-TZVPD" total_charge=+2 homo_energy_ha=-0.459 de_lowest_kcal_mol=0.0 homo_lumo_gap_ev=5.95
Zr 0.2413 -0.3868 0.7023
C 4.1901 -1.0920 2.9332
C 3.1359 -0.9071 1.9055
N 2.0648 -0.2153 2.0578
N 1.9071 0.5193 3.2115
C 0.8721 1.2857 3.0764
O 0.1196 1.2255 1.9845
C 0.5247 2.2175 4.1575
C -0.2891 3.3203 3.9059
C -0.6010 4.2009 4.9291
C -0.1128 3.9726 6.2086
C 0.6933 2.8715 6.4637
C 1.0199 1.9962 5.4439
C 3.3033 -1.4018 0.5237
C 4.4794 -1.9856 0.0961
C 4.6501 -2.2380 -1.2606
C 3.6554 -1.8696 -2.1390
C 2.4939 -1.3065 -1.6282
N 2.2916 -1.1086 -0.3274
H 3.8199 -0.7958 3.9091
H 5.0593 -0.4754 2.6907
H 4.5090 -2.1340 2.9572
H -0.6590 3.5033 2.9103
H -1.2204 5.0641 4.7271
H -0.3595 4.6560 7.0101
H 1.0695 2.6959 7.4623
H 1.6484 1.1380 5.6355
H 5.2630 -2.2176 0.8012
H 5.5663 -2.6885 -1.6186
H 3.7630 -2.0059 -3.2057
H 1.6908 -1.0190 -2.2858
C 1.0971 4.2385 0.7439
C 2.2004 3.2068 0.5399
Ge 2.1005 2.3465 -1.2232
C 3.8584 1.5683 -1.6785
C 4.9109 2.6675 -1.8319
C 1.5910 3.6462 -2.5752
C 0.5088 3.1991 -3.2423
Ge 0.1156 1.4374 -2.4672
C 0.3111 0.0270 -3.8347
C -0.6512 0.3140 -4.9914
C -1.6421 1.0141 -1.6557
C -2.8104 1.9550 -1.9487
C -0.0478 3.8578 -4.4424
C 0.8229 4.3582 -5.4126
C 0.3294 4.9833 -6.5468
C -1.0399 5.1178 -6.7257
C -1.9142 4.6238 -5.7685
C -1.4205 3.9907 -4.6393
H 1.1800 4.7325 1.7120
H 0.1050 3.7838 0.6775
H 1.1415 5.0113 -0.0246
H 2.2432 2.4841 1.3527
H 3.1768 3.7019 0.5289
H 3.7687 1.0178 -2.6181
H 4.1685 0.8588 -0.9071
H 4.6311 3.3784 -2.6108
H 5.8795 2.2489 -2.1085
H 5.0560 3.2302 -0.9083
H 2.0798 4.5802 -2.8444
H 0.0579 -0.9340 -3.3709
H 1.3350 -0.0423 -4.2094
H -1.6828 0.4143 -4.6438
H -0.6326 -0.4933 -5.7240
H -0.3906 1.2408 -5.5025
H -1.5442 0.9740 -0.5541
H -1.8782 -0.0013 -1.9852
H -2.5761 2.9904 -1.7002
H -3.7007 1.6653 -1.3866
H -3.0723 1.9156 -3.0060
H 1.8914 4.2398 -5.2818
H 1.0136 5.3626 -7.2937
H -1.4254 5.6049 -7.6111
H -2.9819 4.7355 -5.9030
H -2.1040 3.6202 -3.8872
I 0.8655 -3.5617 2.1886
C -0.2678 -1.7574 2.3372
H -0.0674 -1.3552 3.3297
H -1.3055 -2.0926 2.2966
C -3.1170 -2.0235 -0.3957
C -1.8523 -2.7460 -0.6553
N -0.6269 -2.2223 -0.6822
C 0.1959 -3.2526 -1.1755
C -0.5317 -4.3674 -1.3679
N -1.8295 -4.0404 -1.0353
C -2.9011 -5.0011 -0.7719
N -2.8630 -5.4419 0.5900
N -3.3150 -4.5703 1.5357
N -2.8817 -4.9130 2.6792
C -2.0945 -6.0413 2.5331
C -1.3933 -6.7820 3.4897
C -0.6435 -7.8365 3.0271
C -0.5971 -8.1606 1.6522
C -1.2942 -7.4475 0.7055
C -2.0455 -6.3704 1.1829
H -2.9154 -0.9598 -0.4073
H -3.5608 -2.3163 0.5534
H -3.8352 -2.2398 -1.1886
H 1.2510 -3.1567 -1.3133
H -0.2506 -5.3475 -1.7105
H -2.7857 -5.8465 -1.4458
H -3.8598 -4.5227 -0.9532
H -1.4490 -6.5327 4.5399
H -0.0858 -8.4442 3.7261
H -0.0033 -9.0084 1.3375
H -1.2701 -7.7286 -0.3391
C -4.2966 0.0824 1.6203
P -2.5370 0.5528 1.8431
C -2.4334 0.3489 3.6514
C -2.7023 2.3527 1.5591
H -4.9075 0.7519 2.2284
H -4.4756 -0.9386 1.9531
H -4.6168 0.1780 0.5831
H -3.2179 0.9483 4.1166
H -1.4759 0.6601 4.0592
H -2.6011 -0.6982 3.9065
H -3.1011 2.8342 2.4531
H -3.4012 2.5128 0.7396
H -1.7529 2.8099 1.2962

***

Electronic energy for the records above, in order: -135658.2314 -256657.8952 -193296.9778 eV
F_max for the records above, in order: 1.474 6.469 0.543 eV/Å